(1)
58
Properties=species:S:1:pos:R:3:forces:R:3:nbo_charge:R:1 method="wB97M-V/def2-TZVPD" lumo_energy_ev=-3.68 homo_ev=-10.68 e_tot_ha=-3062.89939 charge=+1 homo_lumo_gap_ev=7.01 largest_force_ev_per_a=0.15
Pb 0.8965 0.6375 -1.6875 -0.108 0.060 0.071 1.5019
F -0.5867 -4.7630 3.7608 -0.001 0.011 -0.002 -0.2574
C -0.2201 -3.5927 3.2761 -0.033 -0.068 -0.004 0.3327
C -0.8944 -3.0573 2.1879 -0.055 -0.038 0.010 0.2584
F -1.8987 -3.7245 1.6411 0.009 -0.003 -0.003 -0.2635
C -0.4906 -1.8456 1.6658 -0.024 0.050 -0.141 0.4214
F -1.1229 -1.3816 0.5967 0.018 -0.058 0.127 -0.2819
C 0.5722 -1.1382 2.2249 0.091 0.048 0.090 -0.4249
S 1.2660 0.3130 1.5126 0.086 -0.034 -0.012 0.5190
C 1.2265 -1.6956 3.3231 -0.005 0.042 0.042 0.4249
F 2.2464 -1.0623 3.8956 -0.013 -0.002 -0.036 -0.2901
C 0.8444 -2.9152 3.8460 0.049 -0.024 0.048 0.2492
F 1.4935 -3.4388 4.8764 -0.023 0.006 -0.016 -0.2667
O -1.2924 -2.5351 -3.3251 -0.009 0.009 -0.007 -0.5374
C -0.4879 -1.8426 -2.7653 0.064 0.036 0.015 0.7619
O -0.2424 -0.5810 -3.0161 -0.007 -0.058 -0.092 -0.8891
C 0.4137 -2.4685 -1.6988 0.041 0.091 -0.038 0.1552
C 0.2171 -3.8122 -1.3363 -0.042 -0.033 -0.022 -0.2280
C 1.0392 -4.3601 -0.3986 -0.013 -0.049 0.017 -0.0959
C 2.0948 -3.5939 0.1512 0.053 0.059 0.024 -0.1281
C 2.9937 -4.1058 1.1179 -0.036 -0.016 -0.011 -0.1592
C 4.0090 -3.3306 1.6017 0.005 0.012 0.014 -0.2097
C 4.1859 -2.0156 1.1208 0.014 0.002 0.013 -0.1595
C 3.3319 -1.4917 0.1897 0.000 -0.016 -0.009 -0.2677
C 2.2520 -2.2639 -0.2936 -0.016 -0.014 -0.007 0.2326
N 1.3664 -1.7196 -1.1859 -0.032 -0.054 -0.003 -0.5830
H -0.5900 -4.3515 -1.8106 0.003 -0.003 0.010 0.2727
H 0.9045 -5.3853 -0.0721 0.004 0.017 -0.009 0.2356
H 2.8658 -5.1267 1.4582 0.005 0.014 -0.002 0.2312
H 4.6929 -3.7264 2.3404 -0.002 0.004 -0.010 0.2379
H 5.0139 -1.4217 1.4853 -0.006 -0.007 -0.002 0.2340
H 3.4937 -0.4942 -0.2032 -0.004 -0.023 -0.006 0.2207
N -1.5324 5.4395 -5.0317 0.010 -0.015 0.023 -0.7771
C -1.7819 4.4921 -4.0736 -0.016 0.003 -0.016 0.2105
C -1.7058 3.1271 -4.3828 -0.003 0.023 -0.004 -0.2707
C -1.9317 2.1735 -3.4103 0.005 -0.027 -0.001 -0.1956
C -2.2205 2.5753 -2.1078 -0.009 -0.006 -0.023 -0.3862
C -2.3142 3.9278 -1.7850 -0.002 0.017 0.017 -0.1738
C -2.0921 4.8756 -2.7578 0.005 0.011 -0.013 -0.2608
S -2.4703 1.3656 -0.8779 -0.006 0.080 -0.005 2.3252
O -2.5117 0.0822 -1.5039 -0.020 -0.055 -0.014 -0.9251
O -3.4910 1.7593 0.0386 0.034 0.005 0.031 -0.9073
N -0.9741 1.3275 -0.0713 0.075 0.013 0.030 -0.9444
C -0.8148 1.9952 1.0440 -0.017 0.052 0.037 0.6108
N 0.1668 1.5639 1.9413 -0.074 0.024 -0.028 -0.5233
C 0.3123 2.1512 3.1716 0.044 -0.076 -0.049 0.1034
C -0.4867 3.1703 3.5416 -0.062 0.067 -0.007 -0.3318
C -1.3890 3.6400 2.5557 0.034 -0.016 0.009 0.1800
N -1.5281 3.1029 1.3787 -0.016 -0.059 -0.012 -0.4524
H -1.5608 5.1582 -5.9963 -0.001 -0.005 -0.001 0.3945
H -1.8314 6.3830 -4.8568 -0.003 0.000 0.003 0.3936
H -1.4951 2.8194 -5.3998 -0.001 0.002 0.009 0.2228
H -1.9096 1.1186 -3.6547 0.018 0.016 0.012 0.2704
H -2.5710 4.2197 -0.7748 0.001 -0.006 -0.026 0.2485
H -2.1721 5.9283 -2.5154 0.002 -0.007 -0.005 0.2191
H 1.0974 1.7355 3.7880 -0.002 0.009 0.003 0.2433
H -0.3982 3.6349 4.5106 0.006 0.005 -0.009 0.2584
H -1.9879 4.5241 2.7509 -0.011 -0.014 -0.008 0.2203


(2)
50
Properties=species:S:1:pos:R:3:forces:R:3:nbo_charge:R:1 method="wB97M-V/def2-TZVPD" lumo_energy_ev="-4.47 / -4.30" homo_ev="-10.84 / -11.24" de_lowest_kcal_mol=10.41 e_tot_ha=-2638.44921 multiplicity=3 charge=+1 homo_lumo_gap_ev="6.37 / 6.94" s2=2.03 largest_force_ev_per_a=0.53
W -0.4899 1.0511 0.7938 0.443 -0.125 -0.268 1.3346
I 2.0949 3.1709 4.7686 -0.001 -0.058 0.012 0.2521
C 1.0246 4.0699 3.2486 -0.059 0.091 -0.179 -0.1994
C 0.7986 5.4681 3.2800 -0.011 0.044 -0.043 -0.2343
C 0.0696 6.1026 2.3126 0.033 -0.145 0.004 -0.1410
I -0.2272 8.1546 2.4535 -0.007 0.042 0.010 0.2257
C -0.4755 5.3545 1.2267 0.164 0.097 -0.172 -0.1250
C -1.2372 5.8785 0.1656 -0.032 -0.052 -0.030 -0.0520
C -1.7111 5.0469 -0.8216 0.039 -0.044 0.063 -0.2637
C -1.4483 3.6784 -0.7546 0.045 0.071 -0.108 0.1201
N -0.7217 3.1467 0.2216 -0.058 -0.172 0.029 -0.5455
C -0.2173 3.9732 1.1899 0.032 0.083 0.439 0.1129
C 0.5137 3.3275 2.2171 -0.080 0.119 0.087 0.2962
O 0.5944 1.9900 2.1360 -0.335 -0.079 0.209 -0.7291
H 1.2100 6.0319 4.1057 -0.004 0.026 -0.014 0.2515
H -1.4509 6.9389 0.1384 0.000 0.004 -0.009 0.2490
H -2.2975 5.4302 -1.6432 -0.007 0.002 0.001 0.2508
H -1.8261 2.9963 -1.5052 -0.011 0.009 0.011 0.2351
I -0.6828 -1.2320 2.3747 0.040 -0.008 0.071 0.4682
C 0.6256 -2.2603 1.1084 0.111 -0.060 -0.117 -0.1111
C 0.7902 -3.6079 1.2297 -0.074 0.092 0.020 -0.2220
C 1.7317 -4.2462 0.3961 0.023 -0.005 -0.042 -0.1967
C 2.4686 -3.5156 -0.4918 -0.010 -0.046 0.018 -0.1762
C 2.2855 -2.1177 -0.6255 -0.031 -0.008 0.023 0.0202
C 3.0321 -1.3610 -1.5633 -0.024 0.073 0.011 -0.1575
C 2.8195 -0.0202 -1.7060 0.026 -0.044 -0.014 -0.2146
C 1.8260 0.6194 -0.9360 -0.018 0.020 -0.012 -0.1874
C 1.0653 -0.0654 -0.0127 0.022 0.071 -0.179 -0.3365
C 1.3222 -1.4592 0.1757 -0.093 -0.041 0.049 -0.1292
H 0.2144 -4.1918 1.9350 -0.001 0.006 0.005 0.2484
H 1.8608 -5.3170 0.4772 0.002 0.008 -0.005 0.2450
H 3.2057 -4.0027 -1.1175 0.007 -0.005 -0.007 0.2277
H 3.7765 -1.8677 -2.1643 0.006 -0.005 -0.008 0.2267
H 3.3928 0.5536 -2.4212 0.015 0.001 0.005 0.2324
H 1.6565 1.6797 -1.1068 -0.016 -0.016 0.012 0.2165
O -1.0123 -6.0931 -2.3515 0.012 -0.025 0.016 -0.6539
C -1.3416 -5.4963 -1.1904 -0.041 0.011 -0.010 0.7654
O -1.3437 -6.1090 -0.1607 0.025 -0.012 -0.020 -0.5536
C -1.6574 -4.0342 -1.2477 -0.064 0.021 0.069 -0.1132
C -2.6099 -3.5313 -0.3645 0.058 -0.008 -0.046 -0.1819
C -2.8147 -2.1669 -0.2694 0.024 -0.023 0.003 -0.2200
C -2.0244 -1.3012 -1.0196 -0.037 0.011 0.076 -0.1476
S -2.1166 0.4638 -0.7710 -0.193 0.078 0.021 -0.0814
C -1.1149 -1.7979 -1.9423 0.047 0.014 -0.008 -0.2271
C -0.9437 -3.1678 -2.0650 0.033 -0.002 0.019 -0.2033
H -1.1933 -5.5094 -3.0985 0.003 -0.006 -0.003 0.4885
H -3.1668 -4.2183 0.2583 0.000 -0.012 0.005 0.2461
H -3.5531 -1.7710 0.4152 0.000 0.004 0.005 0.2323
H -0.5083 -1.1195 -2.5293 -0.010 0.011 0.010 0.2335
H -0.1928 -3.5460 -2.7485 0.009 -0.003 -0.010 0.2245


(3)
57
Properties=species:S:1:pos:R:3:forces:R:3:nbo_charge:R:1 method="wB97M-V/def2-TZVPD" lumo_energy_ev="-2.11 / -2.10" homo_ev="-6.61 / -6.66" e_tot_ha=-3974.74048 homo_lumo_gap_ev="4.50 / 4.56" largest_force_ev_per_a=4.25
Mn 0.0724 -0.1094 -0.1164 -0.361 -1.983 1.233 0.8284
C -5.2995 0.2108 0.7375 0.244 -0.038 -0.137 -0.1666
C -4.8429 0.0022 2.0317 -0.108 -0.036 0.087 -0.2187
C -3.4954 -0.1280 2.2964 0.455 -0.059 -0.190 -0.1844
C -2.5648 -0.0553 1.2450 -1.996 0.224 -0.095 0.1422
C -3.0412 0.1727 -0.0631 0.895 -0.019 0.167 -0.1792
C -4.3894 0.2986 -0.3089 -0.257 0.140 0.064 -0.2090
N -1.2117 -0.1796 1.4075 3.331 -0.057 2.106 -0.1200
N -0.7074 -0.3231 2.6158 -3.763 0.295 -1.944 -0.2085
C 0.6193 -0.4105 2.6497 3.332 -0.100 -1.026 0.2933
C 1.3223 -0.5868 3.8639 -0.927 0.092 -0.555 -0.2005
C 2.6881 -0.6683 3.8522 0.511 0.003 -0.456 -0.1725
C 3.3744 -0.5653 2.6346 -0.422 0.000 0.525 -0.2190
C 2.6463 -0.3936 1.4789 0.045 -0.031 -0.318 0.0340
N 1.3122 -0.3253 1.4558 -1.042 0.131 0.475 -0.4044
H -6.3567 0.2966 0.5400 -0.107 0.010 0.006 0.2202
H -5.5561 -0.0715 2.8393 -0.011 0.010 0.092 0.2207
H -3.1382 -0.2946 3.2996 0.021 -0.028 0.101 0.2346
H -2.3163 0.2394 -0.8832 -0.369 -0.134 0.257 0.2379
H -4.7376 0.4602 -1.3183 0.009 0.008 -0.063 0.2271
H 0.7521 -0.6606 4.7737 -0.098 -0.004 0.142 0.2361
H 3.2368 -0.8148 4.7691 0.017 -0.003 0.114 0.2273
H 4.4486 -0.6248 2.5918 0.124 0.005 -0.027 0.2316
H 3.1458 -0.3162 0.5187 -0.147 -0.010 -0.049 0.2335
Cl -3.0295 -2.9984 -0.8278 -0.331 0.121 0.014 -0.0006
C -1.5065 -3.8001 -0.8511 0.847 0.256 0.021 -0.0827
C -1.4492 -5.1685 -0.9800 0.145 -0.167 0.039 -0.2254
C -0.2242 -5.8232 -0.9758 -0.010 0.090 0.001 -0.2412
C 0.9515 -5.0960 -0.8356 -0.170 -0.149 -0.217 -0.2239
C 0.9028 -3.7294 -0.7081 -0.906 0.347 0.034 -0.0867
Cl 2.3351 -2.8047 -0.5364 0.610 -0.072 -0.015 0.0112
C -0.3305 -2.9973 -0.7067 -0.254 -2.209 0.580 0.1461
N -0.3603 -1.7052 -0.5579 0.492 2.822 -0.997 -0.4880
H -2.3643 -5.7320 -1.0742 -0.115 -0.009 -0.028 0.2237
H -0.1864 -6.8951 -1.0864 0.005 -0.097 0.009 0.2151
H 1.9062 -5.5967 -0.8343 0.142 -0.023 0.010 0.2244
F 2.6700 4.4283 -4.7635 -0.026 -0.099 -0.022 -0.2963
C 2.3421 3.3739 -4.0006 -0.031 -0.175 0.114 0.2249
C 3.3361 2.5613 -3.4613 -0.194 0.135 -0.093 0.2754
F 4.6263 2.8208 -3.7127 -0.142 0.048 -0.021 -0.2950
C 3.0015 1.4973 -2.6467 -0.505 -0.232 0.358 0.2309
F 3.9776 0.7567 -2.0795 -0.033 0.138 -0.136 -0.3128
C 1.6597 1.1906 -2.3095 0.049 1.164 -0.848 0.3069
O 1.3475 0.2267 -1.5309 0.681 -0.654 0.791 -0.7477
C 0.6870 2.0453 -2.8877 0.024 -0.564 0.453 0.2191
F -0.5995 1.7775 -2.5381 0.232 0.336 -0.464 -0.3186
C 1.0036 3.0979 -3.7220 0.255 0.070 0.067 0.2839
F 0.0458 3.8756 -4.2427 0.078 -0.071 0.078 -0.2943
N 1.3327 2.5742 0.4072 -0.021 0.067 0.159 -0.3058
C 1.1511 3.8804 0.6655 -0.235 -0.015 -0.081 -0.0220
C -0.2069 4.0949 0.7054 0.095 0.007 0.061 -0.3234
C -0.7812 2.8430 0.4687 0.340 0.103 0.015 -0.0095
N 0.1636 1.9305 0.2911 -0.245 0.171 -0.263 -0.3013
H 2.2065 2.0726 0.3179 -0.253 -0.007 -0.105 0.4319
H 1.9738 4.5519 0.7958 0.222 0.107 -0.005 0.2308
H -0.7209 5.0155 0.8803 -0.056 0.238 0.048 0.2378
H -1.8219 2.5787 0.4263 -0.067 -0.093 -0.067 0.2291


(4)
54
Properties=species:S:1:pos:R:3:forces:R:3:nbo_charge:R:1 method="wB97M-V/def2-TZVPD" lumo_energy_ev=4.47 homo_ev=-1.21 de_lowest_kcal_mol=0.00 e_tot_ha=-4423.16074 charge=-2 homo_lumo_gap_ev=5.68 largest_force_ev_per_a=5.70
C 5.4611 2.1369 -2.2847 0.077 -0.090 -0.137 -0.6183
C 4.4560 2.2424 -1.1764 -0.608 -0.065 -0.051 -0.0711
O 3.1279 2.2346 -1.7613 1.116 0.025 0.204 -0.5485
C 2.1475 2.1894 -0.8029 -1.310 -0.137 0.804 0.7332
C 0.8279 2.4733 -1.3180 1.307 -0.209 0.076 -0.5275
C -0.2873 2.6236 -0.4935 -0.484 0.032 0.069 0.0204
C -0.2772 2.3236 0.9100 -0.287 0.166 0.241 -0.2320
C -1.3820 2.5472 1.7038 0.421 -0.093 -0.257 -0.1510
C -2.5734 3.0507 1.1578 -0.697 0.207 0.107 -0.3313
C -3.7102 3.2775 2.0084 -0.934 0.175 0.747 0.3296
N -4.6201 3.4543 2.7262 1.335 -0.232 -1.139 -0.4626
C -2.6346 3.3208 -0.2279 0.275 -0.046 -0.334 -0.1611
C -1.5283 3.1120 -1.0373 -0.258 -0.034 0.480 -0.2792
O 2.4554 1.9381 0.3701 0.068 0.311 -0.967 -0.7030
H 6.4420 2.3325 -1.8602 0.261 -0.004 -0.047 0.1961
H 5.4647 1.1321 -2.7045 -0.011 -0.012 -0.136 0.2031
H 5.2701 2.8582 -3.0773 -0.019 0.058 -0.063 0.1969
H 4.5799 1.4022 -0.4788 -0.190 0.378 -0.110 0.2067
H 4.5938 3.1850 -0.6237 -0.123 -0.291 -0.014 0.1655
H 0.7497 2.6495 -2.3853 -0.037 0.098 0.082 0.1893
H 0.6384 1.9380 1.3410 -0.223 0.077 -0.053 0.2507
H -1.3326 2.3318 2.7715 -0.016 0.009 -0.238 0.2063
H -3.5712 3.7013 -0.6539 0.377 -0.141 0.148 0.1958
H -1.5638 3.3334 -2.1102 -0.091 -0.057 0.399 0.1906
O 2.3156 0.8243 2.9827 0.004 -1.399 -0.269 -0.5349
C 2.4455 -0.2687 2.6284 0.285 2.799 0.337 0.4668
Co 2.5274 -1.9931 2.3464 0.264 -0.702 -0.155 -0.0143
C 1.2454 -2.4358 3.4128 -0.325 -1.172 1.352 0.5659
O 0.4289 -2.7345 4.1796 0.627 0.543 -0.911 -0.5563
C 1.6756 -2.6005 0.9252 -1.061 -0.292 -1.151 0.4893
O 0.9877 -2.9925 0.0798 0.778 0.305 0.768 -0.5505
C 3.9881 -2.6876 3.5314 -2.263 -1.179 1.345 -0.3644
C 4.0945 -2.2840 4.9248 0.662 -0.087 0.321 -0.0491
C 3.9937 -0.9330 5.3284 -0.087 -0.456 0.251 -0.2000
C 3.5608 -0.6475 6.6194 0.113 -0.211 0.030 -0.2253
C 3.3413 -1.6906 7.5318 0.027 -0.141 0.037 -0.2492
C 3.7416 -2.9924 7.2040 0.181 0.264 -0.039 -0.2296
C 4.1888 -3.2808 5.9173 -0.409 0.487 0.098 -0.2226
C 4.0674 -3.9931 2.9414 -1.857 -1.491 3.621 -0.0665
C 3.6614 -5.2558 3.1487 0.642 0.232 -0.475 -0.6079
Co 4.8985 -2.7681 2.0134 3.267 1.778 -4.325 -0.1547
C 5.4062 -1.0991 1.7489 0.971 2.358 -0.532 0.5859
O 5.8548 -0.0588 1.5138 -0.841 -1.499 0.499 -0.5324
C 4.3756 -3.2074 0.3851 0.184 -0.462 -2.240 0.5415
O 4.2534 -3.5133 -0.7251 -0.193 0.329 1.578 -0.5459
C 6.5439 -3.4284 2.0321 1.098 -0.656 0.024 0.6020
O 7.6148 -3.8604 1.9598 -1.312 0.523 0.169 -0.5432
H 4.2207 -0.1348 4.6187 -0.435 -0.281 0.122 0.2232
H 3.3611 0.3874 6.9015 0.049 -0.263 -0.017 0.2042
H 2.8582 -1.5007 8.4919 0.284 0.050 -0.175 0.1929
H 3.6916 -3.8004 7.9335 -0.037 0.233 -0.012 0.1936
H 4.5569 -4.2724 5.6476 -0.476 0.192 -0.044 0.2173
H 3.9541 -6.0221 2.4263 -0.275 -0.022 0.244 0.1790
H 3.0368 -5.5348 4.0030 0.189 0.094 -0.262 0.1867